# 1
ORCA calculation (the ωB97M-V functional and the def2-TZVPD basis) on one molecule with the formula C5H7NO.

The energy above the lowest of the compared OMol25 structures with the same formula, charge and spin comes out at 17.7 kcal per mole. Its SMILES is Cc1occc1N. The largest force on an atom comes out at 0.371 eV/Å. The HOMO energy comes out at -7.78 eV. For the total energy, the calculation gives -324.69626 Ha. The calculation puts the HOMO-LUMO gap at 8.832 eV.

```
14
Properties=species:S:1:pos:R:3:forces:R:3:nbo_charge:R:1
O -1.4094 0.5219 -0.6860 -0.03 0.07 0.00 -0.4084
N 1.6923 -0.8752 0.4921 -0.01 -0.08 0.00 -0.8121
C 0.0959 -0.9004 -1.5011 -0.04 0.10 -0.05 -0.3497
C -0.4523 1.3400 1.3997 0.01 0.02 0.06 -0.6536
C 0.5290 -0.4758 -0.1966 -0.33 0.17 -0.03 0.0763
C -0.4033 0.4165 0.2373 0.22 -0.07 0.06 0.2013
C -1.0862 -0.2773 -1.7223 0.09 -0.11 -0.15 0.1040
H -1.1729 1.0436 2.1685 0.06 -0.02 -0.07 0.2177
H 0.5389 1.4087 1.8577 -0.12 -0.05 -0.03 0.2239
H -1.7954 -0.3163 -2.5368 0.16 0.06 0.10 0.2013
H -0.7242 2.3433 1.0577 0.02 -0.09 0.06 0.2302
H 0.6289 -1.5066 -2.2179 -0.08 -0.17 0.18 0.2254
H 2.0380 -1.7668 0.1600 -0.02 0.14 0.00 0.3719
H 1.5208 -0.9557 1.4877 0.09 0.04 -0.13 0.3719
```
Forces are in eV/Å.

---

# 2
ORCA calculation (the ωB97M-V functional and the def2-TZVPD basis) on a 4-piece molecular cluster, C6H19NO4 overall at a distorted geometry.

The energy above the lowest of the compared OMol25 structures with the same formula, charge and spin comes out at 66.3 kcal per mole. Its SMILES is CN(C)CCCC=O.O.O.O. The largest force on an atom comes out at 1.993 eV/Å. The HOMO energy comes out at -7.91 eV. For the total energy, the calculation gives -595.65332 Ha. The calculation puts the HOMO-LUMO gap at 8.513 eV.

```
30
Properties=species:S:1:pos:R:3:forces:R:3:nbo_charge:R:1
O -1.9333 -1.9356 1.7692 -0.03 0.20 0.21 -0.9797
O 1.9264 1.1016 2.2244 0.34 -0.47 0.32 -0.9410
O -1.2522 0.5629 2.4160 1.04 1.04 0.71 -0.5714
O 0.2036 -1.9452 -3.1438 0.44 0.25 -1.50 -0.9206
N 1.0351 -0.2441 -1.1816 -0.04 0.55 -0.40 -0.4911
C -0.9832 1.4641 -1.1068 1.53 0.05 -1.20 -0.4036
C 0.5395 1.1222 -1.3242 -0.30 0.18 1.42 -0.2017
C -1.6548 1.0174 0.1926 0.27 0.88 -1.19 -0.5356
C 2.4386 -0.2958 -0.8112 -0.59 -0.50 0.10 -0.4018
C 0.2240 -1.3252 -0.6783 0.33 0.15 1.74 -0.3968
C -1.0214 1.3486 1.5173 -1.42 -1.27 -0.59 0.4714
H 0.5856 -2.2714 -1.0612 0.01 -0.09 0.18 0.2016
H 0.8956 1.4777 -2.2948 -0.38 0.31 -0.13 0.1848
H -1.5292 1.0917 -1.9845 -0.25 -0.01 0.40 0.2110
H -0.9524 2.5584 -1.2202 -0.36 -0.19 0.16 0.2099
H 1.1471 -1.9819 -2.9411 -0.07 -0.44 0.09 0.4621
H 1.0262 1.7791 -0.5779 0.22 -0.24 -0.07 0.1697
H 2.6449 -0.1138 0.2531 -0.25 0.16 0.01 0.1717
H 3.0006 0.4534 -1.3800 0.07 -0.42 -0.11 0.1966
H -2.6004 1.5775 0.2399 -0.08 -0.18 0.04 0.2424
H 2.7484 -1.3323 -0.9897 0.49 0.27 -0.28 0.1880
H 1.4654 0.3275 2.5736 -0.35 0.16 -0.03 0.4764
H -1.7473 -1.0327 2.1061 -0.01 -0.35 -0.29 0.4862
H -2.4398 -2.3289 2.4821 -0.12 -0.26 0.01 0.4624
H -1.8899 -0.0327 0.0798 -0.13 -0.08 0.71 0.2555
H 2.8474 0.8395 2.3706 -0.10 0.38 -0.15 0.4702
H 0.2674 -1.3984 0.4265 -0.10 0.08 -0.09 0.1612
H 0.1850 -1.0060 -3.3753 -0.51 -0.13 0.01 0.4668
H -0.5577 2.3331 1.6619 0.30 -0.11 0.19 0.1473
H -0.8216 -1.2546 -0.9459 0.08 0.05 -0.28 0.2084
```
Forces are in eV/Å.

---

# 3
ORCA calculation (the ωB97M-V functional and the def2-TZVPD basis) on a 3-piece molecular cluster, H3N4O2 overall at a distorted geometry.

The energy above the lowest of the compared OMol25 structures with the same formula, charge and spin comes out at 27.2 kcal per mole. The largest force on an atom comes out at 5.367 eV/Å. The HOMO energy comes out at -3.62 eV. For the total energy, the calculation gives -371.14009 Ha. The calculation puts the HOMO-LUMO gap at 7.824 eV. The charge is -1.

```
9
Properties=species:S:1:pos:R:3:forces:R:3:nbo_charge:R:1
O 2.2952 0.0170 -0.6990 2.68 -0.60 -1.73 -0.4313
O 2.4737 0.9410 1.4657 1.04 0.47 1.05 -1.0929
N -2.0070 -0.4973 -0.2735 -5.13 -0.64 -1.46 -0.3181
N -2.2614 -1.2639 -1.2251 1.57 1.27 -0.22 -0.3619
N 1.4436 0.4098 -0.0014 -1.67 -0.05 1.33 0.5259
N 0.3338 0.4963 0.2064 -0.78 1.02 0.43 -0.3565
H -1.0860 -0.2155 -0.2963 3.40 -0.37 0.61 0.3451
H -3.2524 -1.2148 -1.4443 -0.90 -0.75 0.88 0.2801
H 2.0606 1.3274 2.2674 -0.22 -0.35 -0.90 0.4096
```
Forces are in eV/Å.

---

# 4
ORCA calculation (the ωB97M-V functional and the def2-TZVPD basis) on C19H33IN2Si2Tc as an isolated structure at a distorted geometry.

Its spin multiplicity is 4. The largest force on an atom comes out at 5.059 eV/Å. The HOMO energy (alpha / beta) comes out at -14.65 / -15.36 eV. For the total energy, the calculation gives -1810.11617 Ha. The calculation puts the HOMO-LUMO gap (alpha / beta) at 6.954 / 4.727 eV. The charge is +2.

```
58
Properties=species:S:1:pos:R:3:forces:R:3:nbo_charge:R:1
I 1.7296 -0.2093 -1.1559 1.17 -0.13 0.19 0.2794
Tc -1.0598 0.0337 -0.9027 -1.49 -0.01 3.11 0.9987
Si -3.2422 1.8180 0.9418 -0.73 0.57 0.73 1.6633
Si -3.3491 -1.3540 1.1377 -1.01 -0.15 1.17 1.6518
N -1.0939 -1.2855 -2.3949 1.51 0.82 0.42 -0.4135
N -0.8297 1.3803 -2.3439 1.26 -1.11 -0.24 -0.4429
C -2.3830 -2.9240 0.9582 0.74 -0.72 -0.46 -1.1504
C -0.4676 1.6408 -4.6294 -0.43 -1.07 -1.48 -0.2029
C -0.4078 -3.4037 -3.2050 0.03 -0.57 0.24 -0.2075
C -5.1178 1.8536 1.0802 -0.09 -0.20 -0.06 -1.1072
C -0.7615 -1.5384 -4.6782 -0.25 0.81 -1.33 -0.1793
C 1.3088 0.7394 3.4362 -2.26 2.48 -3.78 -0.5905
C 0.6903 -0.5740 3.7288 0.26 -2.91 -2.61 -0.5969
C -2.4655 2.1252 2.6043 0.45 -0.06 0.76 -1.1469
C -0.6628 -2.5533 -2.1604 -0.64 0.91 -0.80 0.0501
C -0.5278 -2.9007 -4.4957 -0.19 0.00 0.08 -0.0954
C 0.2713 3.3520 -3.1091 -0.07 -0.13 0.27 -0.2029
C -2.7509 3.2664 -0.1060 0.57 1.12 -1.09 -1.1494
C -0.8079 0.7923 -3.5777 -0.27 1.99 0.19 0.2555
C -5.0825 -1.5979 0.4969 -0.52 -0.32 -0.36 -1.1251
C -2.7952 0.1639 0.1246 0.42 -0.20 -2.18 -1.3632
C -0.1780 2.5406 -2.0849 -0.55 -0.27 -1.02 0.0487
C -0.9502 -0.6737 -3.6002 -0.61 -1.86 -0.22 0.1495
C 0.0555 2.9050 -4.4171 0.01 0.66 0.58 -0.0991
C -3.4472 -1.0924 3.0043 0.14 0.14 -0.12 -1.1171
H -2.2720 1.2238 3.2200 -0.14 0.59 -0.36 0.2548
H -3.6485 3.9218 -0.2801 0.90 -0.55 0.09 0.2786
H 0.3206 3.5773 -5.2296 -0.12 -0.37 -0.07 0.2689
H 0.1627 -0.8316 4.6317 -0.27 0.55 0.37 0.2309
H -0.4059 -3.5825 -5.3355 -0.04 0.36 0.03 0.2691
H -2.4789 -0.8360 3.4555 -0.25 -0.15 -0.04 0.2435
H -4.1885 -0.3409 3.3095 0.23 -0.16 -0.10 0.2513
H -3.1335 2.7926 3.2031 0.48 -0.43 -0.47 0.2757
H -2.3302 2.9876 -1.1116 -0.69 0.42 0.90 0.2101
H -0.8488 -1.1246 -5.6982 0.39 -0.34 0.59 0.2567
H -5.4849 1.2951 1.9572 0.09 0.21 -0.34 0.2515
H -5.1139 -1.4592 -0.6079 -0.14 -0.22 0.65 0.2320
H -3.7656 -2.0587 3.4281 0.08 0.25 -0.12 0.2633
H -0.1738 -4.4462 -2.9752 0.12 0.38 -0.32 0.2721
H 1.4392 -1.4184 3.5753 -0.66 0.99 0.39 0.2131
H -5.5958 1.4390 0.1762 0.07 0.21 0.34 0.2440
H -5.4013 -2.6393 0.7303 0.05 0.67 -0.19 0.2623
H -1.4993 2.6572 2.4764 -0.47 -0.25 0.15 0.2377
H -2.2801 -3.2499 -0.0955 -0.16 0.00 0.51 0.2205
H -1.3657 -2.8536 1.3979 -0.45 -0.09 -0.14 0.2427
H 1.3638 0.6890 2.2433 1.21 0.24 2.20 0.1538
H -5.4289 2.9086 1.1834 0.10 -0.42 0.01 0.2626
H 0.5006 1.5435 3.3710 0.81 -0.76 0.94 0.1994
H -0.0416 2.7528 -1.0423 -0.17 0.43 0.31 0.2362
H -0.6483 1.2875 -5.6604 0.45 0.21 0.61 0.2564
H -1.9716 3.8918 0.4150 -0.76 -0.52 -0.49 0.2516
H -3.5210 0.1165 -0.7630 0.59 0.18 0.90 0.2984
H -2.9224 -3.7370 1.5019 0.37 0.63 -0.36 0.2867
H 0.0300 -0.7272 2.7661 0.42 -0.10 2.12 0.1573
H -5.8154 -0.8956 0.9515 0.51 -0.48 -0.29 0.2635
H -0.4963 -2.7797 -1.1241 -0.38 -0.46 0.27 0.2366
H 0.7307 4.3077 -2.8496 -0.04 -0.33 -0.33 0.2724
H 2.1616 1.1997 3.9012 0.45 -0.49 0.27 0.2394
```
Forces are in eV/Å.